Formula: C43H68BEuN8O2S2
Source: the Open Molecules 2025 dataset
Level of theory: ωB97M-V with the def2-TZVPD basis set

Each line ends with the Mulliken spin population.
Atoms and positions in Å:
Eu -0.218 1.068 -0.619  6.99
C -2.263 4.268 -2.100  0.00
N -0.896 3.827 -2.306  0.00
C 0.035 4.800 -1.721  -0.01
C 0.201 4.644 -0.222  0.02
N 1.073 3.516 0.152  -0.05
C 1.075 3.372 1.626  0.04
C 2.441 3.719 -0.322  0.03
C 3.185 4.759 0.245  0.00
C 4.483 5.017 -0.105  0.00
C 5.082 4.235 -1.097  0.00
C 4.348 3.235 -1.670  0.00
C 3.023 2.918 -1.316  -0.02
S 2.258 1.576 -2.150  -0.01
C -0.626 3.526 -3.671  0.01
C -0.052 4.470 -4.501  0.00
C 0.255 4.193 -5.821  0.00
C -0.112 2.967 -6.357  0.00
C -0.777 2.054 -5.551  0.00
C -1.035 2.302 -4.206  -0.01
S -1.836 1.019 -3.288  -0.01
H -2.941 3.595 -2.634  0.00
H -2.392 5.308 -2.468  0.00
H -2.510 4.217 -1.043  0.00
H -0.326 5.824 -1.954  0.00
H 1.008 4.642 -2.183  0.00
H -0.770 4.471 0.260  -0.01
H 0.636 5.561 0.183  0.00
H 1.534 4.228 2.126  0.00
H 1.611 2.470 1.884  -0.01
H 0.038 3.313 1.958  0.00
H 2.704 5.394 0.975  0.00
H 5.017 5.825 0.367  0.00
H 6.095 4.403 -1.426  0.00
H 4.774 2.624 -2.462  0.00
H 0.180 5.461 -4.128  0.00
H 0.758 4.928 -6.428  0.00
H 0.125 2.732 -7.391  0.00
H -1.072 1.097 -5.949  0.00
C 3.990 0.928 1.166  0.01
C 3.497 0.625 2.565  0.00
C 3.444 1.925 3.413  0.00
C 2.257 -0.234 2.546  0.01
C 1.993 -1.126 3.590  0.00
C 0.929 -1.906 3.151  0.00
C 0.323 -3.066 3.911  0.00
C 1.369 -3.699 4.824  0.00
C -0.929 -2.671 4.716  0.00
N 0.579 -1.455 1.929  0.00
N 1.380 -0.420 1.548  0.02
B -0.350 -2.256 0.954  -0.02
N -1.843 -1.804 1.073  0.00
N -2.277 -0.502 1.023  0.01
C -3.547 -0.514 1.433  0.00
C -3.955 -1.814 1.733  0.01
C -2.852 -2.608 1.507  0.00
C -2.746 -4.089 1.639  0.00
C -3.939 -4.636 2.461  0.00
C -2.698 -4.728 0.241  0.00
C -4.426 0.695 1.646  0.00
C -5.792 0.541 0.945  0.00
C -4.571 0.979 3.148  0.00
N 0.256 -2.375 -0.477  -0.02
N 0.065 -1.463 -1.470  0.03
C 0.767 -1.866 -2.531  0.01
C 1.416 -3.072 -2.235  0.00
C 1.065 -3.387 -0.925  0.00
C 1.506 -4.557 -0.084  0.00
C 2.734 -4.177 0.743  0.00
C 1.777 -5.795 -0.951  0.00
C 0.799 -1.188 -3.854  0.00
C -0.277 -1.816 -4.784  0.00
C 2.183 -1.210 -4.504  0.00
H 4.882 1.546 1.201  0.00
H 4.240 0.010 0.628  0.00
H 3.227 1.451 0.587  0.00
H 4.246 -0.019 3.040  0.00
H 4.404 2.068 3.923  0.00
H 3.312 2.783 2.750  0.00
H 2.652 1.905 4.163  0.00
H 2.599 -1.242 4.469  0.00
H 0.023 -3.854 3.216  0.00
H 1.719 -3.002 5.580  0.00
H 0.971 -4.572 5.342  0.00
H 2.224 -4.036 4.248  0.00
H -0.665 -1.944 5.480  0.00
H -1.744 -2.281 4.099  0.00
H -1.323 -3.561 5.216  0.00
H -0.326 -3.365 1.352  0.00
H -4.939 -2.110 2.074  0.00
H -1.838 -4.366 2.177  0.00
H -4.884 -4.360 1.991  0.00
H -3.932 -5.733 2.499  0.00
H -3.917 -4.253 3.487  0.00
H -3.610 -4.514 -0.326  0.00
H -1.856 -4.368 -0.361  0.00
H -2.622 -5.812 0.315  0.00
H -3.984 1.578 1.182  0.00
H -6.319 -0.353 1.321  0.00
H -6.436 1.398 1.152  0.00
H -5.643 0.454 -0.137  0.00
H -5.078 0.144 3.630  0.00
H -3.611 1.153 3.620  0.00
H -5.177 1.878 3.321  0.00
H 2.064 -3.624 -2.884  0.00
H 0.725 -4.854 0.617  0.00
H 3.526 -3.786 0.089  0.00
H 2.511 -3.399 1.463  0.00
H 3.117 -5.023 1.296  0.00
H 2.565 -5.638 -1.689  0.00
H 2.047 -6.625 -0.316  0.00
H 0.880 -6.082 -1.506  0.00
H 0.479 -0.142 -3.742  -0.01
H -0.034 -2.868 -4.974  0.00
H -1.258 -1.750 -4.300  0.00
H -0.352 -1.291 -5.739  0.00
H 2.487 -2.236 -4.762  0.00
H 2.181 -0.582 -5.403  0.00
H 2.936 -0.784 -3.840  0.00
O -1.859 2.553 1.117  0.00
H -2.198 1.832 1.669  0.01
H -2.432 2.467 0.330  0.00
O -3.635 1.759 -0.978  0.00
H -3.514 0.849 -0.665  0.00
H -3.069 1.765 -1.795  0.00

Results
- Total charge: -1
- LUMO level (alpha / beta): 0.0843 / 0.0843 Eh
- Gap between HOMO and LUMO (alpha / beta): 6.50 / 6.58 eV
- HOMO level (alpha / beta): -4.206 / -4.285 eV
- ⟨S²⟩: 15.760
- 2S+1: 8

***

Formula: C3H12N2OS
Source: the Open Molecules 2025 dataset
Level of theory: ωB97M-V with the def2-TZVPD basis set

Each line ends with the Mulliken charge.
Atoms and positions in Å:
N -1.075 1.336 1.019  -0.63
C 0.272 1.154 0.547  -0.52
C 0.469 -0.242 -0.078  0.29
N -0.309 -0.324 -1.425  -0.52
C 1.885 -0.566 -0.315  -1.08
S 2.174 -2.351 -0.844  -0.24
H -1.165 2.087 1.779  0.25
H -1.662 1.778 0.257  0.28
H 0.955 1.257 1.389  0.39
H 0.565 1.936 -0.320  0.19
H 0.016 -0.938 0.666  0.28
H -0.269 0.394 -2.141  0.20
H -1.314 -0.666 -1.421  0.25
H 2.462 -0.525 0.636  0.33
H 2.329 0.171 -1.067  0.34
H 1.895 -1.949 -2.240  0.15
O -2.512 -0.958 0.905  -0.69
H -2.769 -1.439 1.677  0.28
H -1.948 -0.156 0.974  0.43

Results
- Total charge: 0
- LUMO level: 0.0266 Eh
- Gap between HOMO and LUMO: 9.57 eV
- HOMO level: -8.844 eV
- SMILES: NC[C@@H](N)CS.O

***

Formula: Br2H2Si
Source: the Open Molecules 2025 dataset
Level of theory: ωB97M-V with the def2-TZVPD basis set

Each line ends with the Mulliken charge.
Atoms and positions in Å:
Si 0.648 -0.234 -0.444  0.40
Br 2.385 0.519 0.542  -0.14
Br -2.995 0.087 0.272  -0.14
H 0.156 -1.237 0.432  -0.05
H -0.194 0.865 -0.803  -0.07

Results
- Total charge: 0
- LUMO level (alpha / beta): -0.0598 / -0.1331 Eh
- Gap between HOMO and LUMO (alpha / beta): 9.20 / 4.68 eV
- HOMO level (alpha / beta): -10.830 / -8.300 eV

***

Formula: C4H8N2O
Source: the Open Molecules 2025 dataset
Level of theory: ωB97M-V with the def2-TZVPD basis set

Each line ends with the Mulliken charge.
Atoms and positions in Å:
H -1.263 -0.611 -3.053  0.25
N -1.484 -0.818 -2.078  -0.63
C -0.443 -0.918 -1.388  0.53
O 0.898 -0.828 -1.464  -0.44
C 0.207 -1.103 -0.125  -0.09
N 0.183 -0.125 0.872  -0.13
C 1.395 0.364 1.498  -0.34
C 0.588 1.233 0.595  -0.49
H 0.427 -2.104 0.237  0.37
H 1.323 0.490 2.576  0.24
H 2.356 0.009 1.128  0.26
H -0.060 2.006 1.003  0.24
H 1.015 1.434 -0.386  0.25
H -2.565 0.340 -0.050  -0.14
H -2.579 0.633 0.634  0.13

Results
- Total charge: 0
- LUMO level: 0.0354 Eh
- Gap between HOMO and LUMO: 10.84 eV
- HOMO level: -9.879 eV
- SMILES: [H]/N=C1\O[C@H]1N1CC1.[H][H]

***

Formula: C17H23N3O3S
Source: the Open Molecules 2025 dataset
Level of theory: ωB97M-V with the def2-TZVPD basis set

Each line ends with the Mulliken charge.
Atoms and positions in Å:
C 2.253 2.277 -5.426  -0.84
O 2.019 0.879 -5.178  -0.43
C 1.492 0.484 -3.992  0.86
C 1.344 -0.913 -3.827  -0.93
C 0.841 -1.413 -2.648  -0.09
C 0.511 -0.563 -1.571  0.23
C -0.001 -1.024 -0.282  0.22
N -0.346 -0.142 0.595  -0.42
S -1.213 -0.436 2.031  1.34
O -2.524 -0.940 1.697  -0.70
O -0.381 -1.179 2.951  -0.68
C -1.429 1.226 2.687  0.01
C -0.443 1.775 3.511  -0.37
C -0.689 2.975 4.178  -0.66
C -1.909 3.645 4.038  0.88
C -2.173 4.904 4.824  -1.34
C -2.860 3.117 3.157  -0.70
C -2.629 1.918 2.481  -0.36
C 0.648 0.823 -1.744  -0.66
C 1.104 1.365 -2.942  -0.60
H 2.694 2.282 -6.422  0.25
H 1.315 2.847 -5.426  0.33
H 2.955 2.704 -4.699  0.35
H 1.624 -1.565 -4.654  0.42
H 0.685 -2.478 -2.556  -0.01
H -0.095 -2.110 -0.130  0.42
H 0.501 1.253 3.646  0.40
H 0.073 3.390 4.839  0.35
H -3.162 5.310 4.599  0.35
H -2.124 4.721 5.905  0.31
H -1.429 5.677 4.601  0.32
H -3.804 3.646 3.015  0.28
H -3.385 1.510 1.814  0.41
H 0.362 1.464 -0.911  0.47
H 1.164 2.444 -3.083  0.39
C 1.941 -4.013 -0.971  -1.03
N 0.604 -3.669 -0.478  0.22
C 0.411 -4.304 0.838  -1.06
N -0.373 -4.300 -1.360  -0.74
H 2.677 -3.794 -0.188  0.32
H 1.978 -5.087 -1.210  0.39
H 2.191 -3.434 -1.864  0.37
H 1.227 -3.996 1.503  0.31
H -0.546 -3.983 1.267  0.39
H 0.430 -5.400 0.715  0.34
H -1.292 -3.983 -1.036  0.27
H -0.237 -3.909 -2.295  0.43

Results
- Total charge: 0
- LUMO level: 0.0065 Eh
- Gap between HOMO and LUMO: 8.41 eV
- HOMO level: -8.234 eV
- SMILES: COc1ccc(/C=N/S(=O)(=O)c2ccc(C)cc2)cc1.CN(C)N

***

How do the records compare in ΔE to the lowest compared entry with this formula, charge and spin? In the order shown, they have 0.0, 30.0, 87.9, 108.0, 123.1 kcal per mole.